(1)
{"formula": "CH3O2Si", "method": "wB97M-V/def2-TZVPD", "max_force_ev_per_a": 2.4, "lumo_energy_ev": 4.46, "e_tot_ev": -13058.504, "gap_ha": 0.27578, "charge": -1, "species": ["C", "O", "O", "Si", "H", "H", "H"], "positions_angstrom": [[1.18, 0.35, 0.72], [2.22, 0.26, 0.06], [0.82, 0.71, 1.84], [-0.69, -0.26, -0.46], [-0.57, -0.69, -1.83], [-1.53, -1.46, -0.12], [-1.44, 1.08, -0.22]]}

(2)
{"formula": "C26H14F11N3O6ReS3", "method": "wB97M-V/def2-TZVPD", "max_force_ev_per_a": 3.5, "lumo_energy_ev": [-9.60, -9.79], "e_tot_ev": -108452.071, "spin_multiplicity": 2, "gap_ha": [0.13905, 0.13171], "charge": 2, "species": ["Re", "F", "C", "C", "F", "C", "F", "C", "S", "C", "F", "C", "F", "F", "C", "C", "F", "C", "F", "C", "S", "C", "F", "C", "F", "F", "C", "C", "N", "C", "C", "O", "O", "C", "O", "N", "C", "O", "H", "H", "H", "H", "O", "N", "C", "C", "C", "C", "C", "C", "C", "S", "C", "O", "H", "H", "H", "H", "H", "H", "H", "H", "H", "H"], "positions_angstrom": [[-0.96, -1.15, -0.87], [-7.63, -1.57, -1.89], [-6.47, -1.79, -1.36], [-5.33, -1.16, -1.90], [-5.44, -0.34, -2.91], [-4.12, -1.44, -1.34], [-3.00, -0.83, -1.87], [-3.95, -2.30, -0.25], [-2.43, -2.63, 0.44], [-5.11, -2.89, 0.29], [-5.00, -3.68, 1.32], [-6.35, -2.65, -0.27], [-7.42, -3.23, 0.23], [2.85, -2.80, -6.85], [2.06, -2.83, -5.83], [0.79, -3.41, -5.94], [0.41, -3.93, -7.08], [-0.05, -3.43, -4.84], [-1.25, -3.96, -4.95], [0.34, -2.86, -3.61], [-0.75, -3.03, -2.27], [1.62, -2.31, -3.53], [2.05, -1.80, -2.38], [2.48, -2.29, -4.61], [3.69, -1.78, -4.49], [0.35, 1.33, 4.95], [-0.14, 2.27, 4.13], [-0.48, 1.96, 2.87], [-0.97, 2.87, 1.99], [-1.32, 2.49, 0.65], [-2.42, 1.34, 0.69], [-3.55, 1.65, 0.93], [-1.98, 0.12, 0.48], [-1.22, 4.21, 2.39], [-1.70, 5.01, 1.63], [-0.84, 4.48, 3.68], [-0.24, 3.65, 4.63], [0.13, 4.04, 5.70], [-0.40, 0.94, 2.53], [-0.46, 2.09, 0.10], [-1.75, 3.35, 0.16], [-0.99, 5.44, 3.98], [0.32, 0.78, -2.60], [-0.13, 0.02, -1.90], [5.26, 3.30, 1.29], [4.25, 2.20, 1.36], [3.75, 1.60, 0.20], [2.82, 0.58, 0.26], [2.39, 0.14, 1.51], [2.84, 0.74, 2.68], [3.77, 1.76, 2.59], [1.22, -1.19, 1.69], [2.34, -2.55, 2.03], [0.75, -1.58, 0.26], [5.84, 3.27, 0.37], [5.93, 3.27, 2.14], [4.76, 4.28, 1.32], [4.12, 1.93, -0.77], [2.45, 0.11, -0.64], [2.49, 0.40, 3.65], [4.13, 2.22, 3.50], [3.05, -2.63, 1.21], [1.74, -3.46, 2.12], [2.85, -2.34, 2.97]]}